Entry 1:
Density functional theory data (the ωB97M-V functional and the def2-TZVPD basis) for the molecule C3H8NOP in a non-equilibrium geometry.

Its total energy is -590.43123 Ha. Its charge is 0. The SMILES is C[C@@H](P)C(N)=O. Its highest occupied orbital energy is -0.324 hartree. The LUMO energy is 0.02845 Eh.

Geometry (Å):
C 0.309 1.584 -0.689
C -0.339 0.317 -0.176
P -1.022 -0.697 -1.577
C 0.888 -0.839 0.523
N 0.511 -1.254 1.736
O 1.871 -1.126 -0.091
H 1.318 1.368 -1.039
H -0.262 1.974 -1.535
H 0.353 2.350 0.081
H -1.103 0.486 0.580
H -1.075 -1.904 -0.870
H 0.230 -1.001 -2.109
H -0.332 -0.920 2.164
H 1.113 -1.878 2.250

Entry 2:
Density functional theory data (the ωB97M-V functional and the def2-TZVPD basis) for the ion C3H8NS with charge -1.

Its total energy is -572.06583 Ha. Its charge is -1. The SMILES is NCCC[S-]. Its highest occupied orbital energy is -0.080 hartree. The LUMO energy is 0.14839 Eh.

Geometry (Å):
N -1.049 -2.352 0.825
C -0.791 -1.016 0.235
C 0.696 -0.726 0.127
C 0.981 0.472 -0.768
S 0.248 2.034 -0.201
H -1.901 -2.312 1.371
H -1.224 -3.034 0.097
H -1.247 -0.914 -0.764
H -1.286 -0.271 0.854
H 1.103 -0.567 1.133
H 1.173 -1.615 -0.295
H 0.628 0.173 -1.768
H 2.058 0.595 -0.850

Entry 3:
Density functional theory data (the ωB97M-V functional and the def2-TZVPD basis) for the molecule C3H8NS in a non-equilibrium geometry.

Its total energy is -571.95341 Ha. Its charge is 0. Its highest occupied orbital energy (spin up / spin down) is -0.335 / -0.331 hartree. The LUMO energy (spin up / spin down) is 0.03823 / -0.07599 Eh. As for the spin multiplicity: 2.

Geometry (Å):
C 0.811 -0.912 -1.505
N -0.231 -0.776 -0.404
C 0.229 0.403 0.426
C -0.789 0.767 1.529
S -2.429 1.460 0.727
H 1.162 0.082 -1.808
H 0.356 -1.488 -2.333
H 1.554 -1.429 -1.053
H -1.146 -0.591 -0.759
H 1.179 0.090 1.024
H 0.558 1.177 -0.158
H -0.254 1.429 2.274
H -1.000 -0.210 2.041

Entry 4:
Density functional theory data (the ωB97M-V functional and the def2-TZVPD basis) for a cluster of 2 separate species, C3H8NS in total in a non-equilibrium geometry.

Its total energy is -571.71865 Ha. Its charge is +1. Its highest occupied orbital energy is -0.507 hartree. The LUMO energy is -0.17781 Eh.

Geometry (Å):
C -1.229 0.542 0.777
C -2.102 0.348 -0.506
C -0.782 -0.196 -0.322
N 0.282 -0.830 -0.753
S 3.510 -0.365 0.005
H -0.833 1.438 1.201
H -1.816 -0.038 1.467
H -2.881 -0.286 -0.140
H -2.302 1.012 -1.326
H 1.141 -0.692 -0.300
H 0.223 -1.213 -1.703
H 3.561 0.939 0.329
H 3.229 -0.660 1.271